Record 1
{"formula": "C20H33F6N3O20", "method": "wB97M-V/def2-TZVPD", "e_lumo_ha": -0.2195, "charge": 2, "homo_energy_ev": -14.884, "e_above_lowest_kj_mol": 0.0, "orbital_gap_ev": 8.91, "elements": ["N", "H", "H", "H", "H", "N", "H", "H", "H", "H", "N", "H", "H", "H", "H", "C", "C", "O", "O", "H", "H", "H", "C", "C", "O", "C", "O", "O", "F", "H", "H", "H", "C", "C", "O", "C", "O", "O", "F", "H", "H", "H", "C", "C", "O", "C", "O", "O", "F", "H", "H", "H", "C", "C", "O", "C", "O", "O", "F", "H", "H", "H", "C", "C", "O", "C", "O", "O", "F", "H", "H", "H", "C", "C", "O", "C", "O", "O", "F", "H", "H", "H"], "positions_angstrom": [[-3.50189, 0.39336, -3.50378], [-3.47572, 1.33805, -3.87777], [-3.04964, -0.23719, -4.17544], [-4.44455, 0.01223, -3.33708], [-2.96216, 0.26688, -2.60246], [2.76169, -0.32078, -2.85576], [3.59773, -0.52193, -2.29456], [2.06094, 0.13723, -2.20619], [2.32409, -1.09419, -3.35527], [3.04184, 0.35801, -3.57182], [-0.85052, 3.10083, -2.15690], [-1.58595, 3.37021, -2.81331], [-0.91213, 2.03849, -1.98381], [-1.00936, 3.62418, -1.28693], [0.05270, 3.39233, -2.53277], [-0.52278, -1.28132, -0.09242], [-0.27052, -0.10165, -0.99719], [-1.20766, 0.41791, -1.71474], [0.85879, 0.43016, -0.87465], [-1.54442, -1.64031, -0.17544], [-0.39466, -0.88542, 0.92090], [0.21151, -2.08035, -0.15852], [-2.17670, -3.93978, 3.40294], [-1.26264, -3.01826, 2.58479], [0.01838, -3.42468, 3.03393], [-0.04665, -4.67629, 3.57315], [0.87695, -5.33904, 3.86744], [-1.34048, -5.04237, 3.75385], [-1.47883, -1.73511, 3.00218], [-3.06084, -4.28199, 2.87486], [-2.49099, -3.41372, 4.30671], [-1.30072, -3.16914, 1.51109], [-4.64903, -3.94028, -2.11054], [-4.34044, -2.50952, -2.50765], [-4.78161, -1.78324, -1.39766], [-4.74013, -2.59244, -0.30345], [-4.85248, -2.24102, 0.80023], [-4.52218, -3.87639, -0.67846], [-5.16883, -2.10103, -3.53313], [-4.01908, -4.68966, -2.57971], [-5.68576, -4.19082, -2.34229], [-3.28814, -2.36502, -2.77273], [6.43206, 2.53024, -1.90057], [6.01035, 3.52116, -0.80273], [5.11709, 2.72844, -0.06290], [4.62139, 1.74991, -0.84540], [3.74545, 1.02123, -0.50745], [5.25479, 1.72599, -2.02389], [5.39720, 4.60133, -1.34190], [7.25284, 1.93734, -1.49198], [6.77037, 2.98114, -2.82507], [6.86163, 3.84413, -0.21241], [0.99024, 2.43393, 1.42261], [1.69794, 3.64588, 0.82452], [1.96693, 4.46219, 1.93322], [1.28955, 3.95899, 3.02430], [1.35114, 4.35224, 4.09907], [0.41078, 3.00774, 2.57672], [0.90081, 4.31658, -0.11556], [1.74381, 1.65396, 1.52427], [0.21706, 2.19752, 0.69676], [2.63460, 3.41760, 0.32066], [2.81590, -2.07199, 0.86414], [2.72817, -1.11856, 2.05391], [3.49802, -1.73232, 3.02188], [4.37953, -2.61184, 2.44323], [5.23380, -3.14779, 3.03154], [4.06519, -2.74188, 1.13061], [1.44683, -1.00371, 2.51499], [2.94672, -1.52797, -0.06595], [2.07966, -2.87279, 0.86552], [3.08510, -0.11548, 1.81033], [-2.56585, 1.86406, 1.44435], [-3.91402, 1.14717, 1.58190], [-4.59778, 1.55185, 0.37717], [-3.69620, 1.99968, -0.52033], [-3.89067, 2.11705, -1.71015], [-2.53369, 2.29960, 0.07845], [-4.57167, 1.61392, 2.63926], [-1.70763, 1.19539, 1.50779], [-2.48117, 2.61832, 2.22419], [-3.85340, 0.06285, 1.57530]], "atomic_forces_ev_per_a": [[0.7, -1.9, 0.3], [-0.4, 0.1, 0.5], [-0.2, 0.2, -0.1], [0.0, 0.6, -0.2], [-0.1, 0.8, -0.6], [-0.3, 1.1, -0.2], [-0.3, -0.4, -0.1], [0.0, -0.3, 0.2], [0.3, -0.3, 0.4], [0.0, 0.0, 0.2], [-0.2, 0.2, -0.1], [0.1, 0.0, 0.1], [0.1, 0.1, 0.1], [0.1, -0.3, -0.1], [-0.1, -0.1, 0.1], [-0.6, 0.4, 0.2], [0.0, 0.7, 0.2], [0.3, -0.6, 0.0], [0.2, -0.1, -1.1], [0.0, -0.2, -0.1], [-0.1, -0.1, 0.0], [0.0, 0.0, -0.4], [-0.2, 0.0, 0.0], [0.2, -1.1, 1.9], [0.0, 0.3, -0.7], [-0.7, -0.3, 0.6], [0.6, -0.1, -0.1], [0.0, 0.5, -0.4], [0.1, 0.1, -0.9], [0.0, -0.2, -0.1], [0.1, 0.0, 0.0], [-0.2, 0.6, -0.2], [-0.4, -0.2, 0.0], [-1.5, -0.8, -0.2], [0.9, 0.6, -0.1], [0.1, -1.4, -0.7], [-0.1, 0.9, 1.6], [0.2, 0.2, -0.5], [0.8, 0.1, -0.2], [0.3, 0.0, 0.4], [0.0, 0.2, -0.1], [-0.1, 0.4, 0.0], [0.6, 0.6, 0.9], [1.2, -0.5, -1.2], [-0.4, 0.3, 0.3], [0.8, 0.8, 0.2], [-0.6, -0.6, -0.2], [-0.2, -0.5, -0.4], [-0.5, 0.0, 0.2], [-0.1, -0.3, -0.1], [-0.5, 0.0, -0.2], [-0.3, 0.1, 0.4], [-0.3, 1.6, -1.6], [0.9, 0.1, 0.3], [0.0, -0.5, -0.6], [-1.1, -0.2, -2.4], [0.4, 1.0, 2.6], [0.6, -1.1, 0.4], [-0.1, -0.1, 0.4], [-0.4, -0.3, 0.6], [-0.1, -0.6, 0.3], [-0.1, 0.1, -0.1], [1.3, -0.4, 0.4], [-0.6, -0.3, -0.3], [0.3, 0.3, 0.2], [-0.9, 0.3, 0.1], [0.7, -0.4, 0.0], [0.1, 0.1, -0.3], [0.0, 0.1, -0.1], [-0.4, -0.1, -0.1], [-0.5, 0.4, -0.1], [0.1, 0.0, 0.2], [0.5, -1.1, 0.2], [0.6, 0.5, -0.7], [0.5, -0.2, -0.7], [-0.6, 0.1, 0.5], [0.2, 0.2, 1.0], [-0.3, 0.7, -0.2], [-0.4, -0.1, 0.2], [-0.2, -0.1, 0.4], [0.0, 0.5, -0.5], [-0.3, -0.1, 0.3]]}



Record 2
{"formula": "C20H33N2O5", "method": "wB97M-V/def2-TZVPD", "e_lumo_ha": -0.1734, "charge": 1, "homo_energy_ev": -11.520, "orbital_gap_ev": 6.80, "elements": ["C", "C", "C", "O", "C", "O", "C", "C", "C", "N", "C", "C", "N", "C", "C", "C", "O", "H", "H", "H", "H", "H", "H", "H", "H", "H", "H", "H", "H", "H", "H", "H", "H", "H", "C", "C", "C", "O", "C", "H", "H", "H", "H", "H", "H", "H", "H", "C", "C", "C", "O", "C", "H", "H", "H", "H", "H", "H", "H", "H"], "positions_angstrom": [[-2.24600, 0.17150, -2.96978], [-0.91158, 0.89928, -3.07275], [0.17105, 0.35410, -2.15083], [0.43592, 1.20774, -0.99819], [-0.19270, 0.89390, 0.12457], [-1.22387, 0.29401, 0.23664], [0.57629, 1.36494, 1.33752], [1.95876, 1.18714, 1.33463], [2.70282, 1.54297, 2.42600], [2.08083, 2.07491, 3.48837], [0.75874, 2.27725, 3.51556], [-0.04918, 1.93990, 2.44778], [-1.42362, 2.21321, 2.60896], [-2.23005, 1.04774, 3.03470], [-2.00985, 3.01087, 1.56993], [-1.33827, 4.34391, 1.35206], [-2.98659, 2.65976, 0.97042], [-2.11098, -0.90503, -3.07038], [-2.78516, 0.40252, -2.05314], [-2.89581, 0.47447, -3.79240], [-0.54885, 0.78099, -4.09154], [-1.02681, 1.96726, -2.88474], [-0.05069, -0.66156, -1.82703], [1.11076, 0.30112, -2.69495], [2.46608, 0.76401, 0.48168], [3.77496, 1.43328, 2.47144], [2.61594, 2.35837, 4.29953], [0.32441, 2.71184, 4.40379], [-1.90632, 0.11713, 2.57767], [-2.13698, 0.93919, 4.11609], [-3.27032, 1.25011, 2.81059], [-1.38833, 4.91140, 2.28107], [-0.27696, 4.19979, 1.14262], [-1.83104, 4.86281, 0.54016], [0.41295, -3.26323, 4.43509], [1.34094, -2.09860, 4.77632], [0.40423, -0.90802, 4.60721], [-0.89560, -1.36053, 4.94149], [-0.90410, -2.79340, 5.03787], [0.74302, -4.21787, 4.83858], [0.31922, -3.36493, 3.35173], [1.67268, -2.17314, 5.81342], [2.22432, -2.03864, 4.14036], [0.39602, -0.56206, 3.56336], [0.66686, -0.06596, 5.25637], [-0.98241, -3.07020, 6.09254], [-1.77765, -3.17719, 4.51328], [0.66477, -1.59330, -7.25404], [1.59492, -2.63141, -6.63056], [1.78496, -2.07234, -5.22807], [0.57149, -1.38551, -4.89877], [-0.23229, -1.23677, -6.07779], [0.10486, -1.96407, -8.11019], [1.23688, -0.71965, -7.57291], [1.09747, -3.60215, -6.58630], [2.53532, -2.75532, -7.16409], [2.61314, -1.35587, -5.19576], [1.96757, -2.84698, -4.48230], [-1.08528, -1.91879, -6.00647], [-0.61093, -0.21493, -6.12644]], "atomic_forces_ev_per_a": [[-0.3, 0.3, -0.2], [-0.1, -0.2, 0.1], [-0.1, -0.1, -0.9], [0.4, -0.4, 0.5], [-0.5, 0.2, -0.2], [0.3, -0.2, 0.0], [0.0, 0.2, -0.3], [0.1, 0.0, 0.1], [0.1, 0.0, 0.0], [-0.2, 0.1, 0.1], [0.0, 0.0, 0.2], [0.1, 0.2, 0.5], [-0.4, -0.3, -0.9], [0.2, 0.0, 0.7], [0.0, 0.0, -0.2], [0.2, -0.4, 0.2], [-0.1, 0.1, 0.3], [0.0, 0.0, 0.1], [0.1, -0.2, 0.1], [0.0, 0.0, 0.0], [0.1, 0.1, 0.0], [0.0, 0.1, 0.0], [-0.1, 0.1, 0.3], [0.1, 0.2, 0.2], [-0.1, 0.0, -0.1], [0.0, 0.0, 0.1], [0.1, -0.1, 0.0], [0.1, 0.1, 0.1], [-0.1, 0.0, -0.2], [0.1, 0.0, 0.0], [0.0, 0.0, -0.2], [-0.1, 0.1, 0.0], [0.0, 0.1, -0.2], [0.0, 0.1, 0.0], [0.0, 0.1, -0.1], [0.0, 0.0, 0.1], [0.0, -0.1, 0.0], [0.0, 0.1, 0.0], [0.0, -0.1, 0.1], [0.0, 0.0, 0.0], [0.0, 0.0, 0.0], [0.0, 0.0, 0.0], [0.0, 0.0, 0.0], [0.1, 0.0, 0.0], [0.0, 0.0, 0.0], [0.0, 0.0, 0.0], [0.0, 0.1, 0.0], [0.1, 0.1, 0.0], [-0.1, -0.1, 0.0], [0.1, 0.0, 0.0], [0.0, 0.0, 0.0], [0.0, -0.1, 0.0], [0.0, 0.0, 0.0], [0.0, 0.0, 0.0], [0.0, 0.0, 0.0], [0.0, 0.0, 0.0], [0.0, 0.0, 0.0], [0.0, 0.0, 0.0], [0.0, 0.0, 0.0], [0.0, 0.0, 0.0]]}



Record 3
{"formula": "C20H33N2O7", "method": "wB97M-V/def2-TZVPD", "smiles": "CCOC(=O)N1CC[NH+](C[C@@H](O)COCc2cc(OC)c(OC)c(OC)c2)CC1", "e_lumo_ha": -0.0735, "charge": 1, "homo_energy_ev": -10.978, "e_above_lowest_kj_mol": 0.0, "orbital_gap_ev": 8.98, "elements": ["C", "C", "O", "C", "O", "N", "C", "C", "N", "C", "C", "O", "C", "O", "C", "C", "C", "C", "O", "C", "C", "O", "C", "C", "O", "C", "C", "C", "C", "H", "H", "H", "H", "H", "H", "H", "H", "H", "H", "H", "H", "H", "H", "H", "H", "H", "H", "H", "H", "H", "H", "H", "H", "H", "H", "H", "H", "H", "H", "H", "H", "H"], "positions_angstrom": [[-6.54946, -1.41042, 0.23325], [-6.03056, -0.33617, -0.70770], [-4.86133, 0.30898, -0.17811], [-3.70398, -0.33836, -0.34940], [-3.54286, -1.34472, -0.98847], [-2.67231, 0.28830, 0.30824], [-1.32055, -0.15807, 0.09136], [-0.59569, 0.80587, -0.85109], [-0.64072, 2.18162, -0.30064], [0.13720, 3.17466, -1.08172], [1.44751, 3.50465, -0.32268], [1.22955, 3.19689, 1.03357], [2.66226, 2.70641, -0.84743], [3.59880, 2.65149, 0.20444], [4.39962, 1.47299, 0.22441], [3.54529, 0.23747, 0.35272], [2.61518, 0.16137, 1.37335], [1.72305, -0.90187, 1.44855], [0.80040, -0.81212, 2.45703], [0.38569, -1.99173, 3.13117], [1.74377, -1.91752, 0.47946], [0.74692, -2.84701, 0.54317], [0.98141, -4.18590, 0.13808], [2.72801, -1.86108, -0.53129], [2.71822, -2.85799, -1.45637], [3.75912, -2.92890, -2.40541], [3.60413, -0.78286, -0.58599], [-2.04186, 2.60399, -0.06490], [-2.74530, 1.61076, 0.86662], [-6.75321, -0.98984, 1.21490], [-7.46697, -1.82798, -0.16973], [-5.81588, -2.20668, 0.33176], [-5.78253, -0.76913, -1.68124], [-6.75571, 0.47012, -0.82952], [-1.35203, -1.15566, -0.35093], [-0.80176, -0.21080, 1.05253], [0.44276, 0.49303, -0.96235], [-1.08515, 0.80945, -1.82828], [-0.13820, 2.18897, 0.62407], [0.35580, 2.79177, -2.07834], [-0.45704, 4.08253, -1.18595], [1.66453, 4.57608, -0.41973], [2.11223, 3.01241, 1.40540], [2.35847, 1.68910, -1.12592], [3.08915, 3.20252, -1.72742], [5.04651, 1.60109, 1.09486], [5.02161, 1.42573, -0.67689], [2.56810, 0.91478, 2.14332], [-0.38011, -2.52660, 2.56732], [-0.02442, -1.65006, 4.08069], [1.23089, -2.65480, 3.32023], [0.17743, -4.76462, 0.59150], [0.93875, -4.28891, -0.94644], [1.94318, -4.55055, 0.50212], [3.72051, -2.09171, -3.10900], [4.74010, -2.96216, -1.92415], [3.59151, -3.85774, -2.94742], [4.33564, -0.72451, -1.37526], [-2.04118, 3.59776, 0.38448], [-2.55809, 2.63864, -1.02761], [-3.78921, 1.89635, 0.99072], [-2.25720, 1.61072, 1.84802]], "atomic_forces_ev_per_a": [[0.3, 0.3, -0.1], [-0.4, -0.4, -0.2], [0.2, 0.2, 0.2], [0.2, 0.2, 0.2], [-0.2, -0.4, -0.3], [-0.1, 0.1, 0.1], [0.0, -0.1, -0.3], [-0.1, -0.9, 0.0], [0.3, 0.1, 0.4], [0.5, 0.6, -0.1], [0.5, 0.0, -0.3], [0.0, 0.1, 0.3], [-0.2, -0.1, 0.0], [-0.1, 0.3, 0.0], [0.2, -0.2, 0.1], [-0.1, 0.0, 0.0], [0.1, -0.1, -0.1], [0.0, 0.1, 0.0], [0.2, 0.1, -0.4], [-0.3, -0.3, 0.3], [-0.1, -0.1, 0.1], [0.1, 0.6, -0.1], [-0.1, -0.5, -0.1], [-0.1, -0.1, 0.0], [-0.3, 0.2, 0.4], [0.2, 0.0, -0.2], [0.1, 0.0, 0.0], [-0.8, 0.1, 0.4], [-0.1, 0.2, -0.2], [-0.1, 0.0, 0.1], [-0.1, -0.1, 0.0], [0.0, -0.1, 0.0], [-0.1, 0.2, 0.1], [0.1, -0.1, 0.0], [0.1, 0.1, 0.1], [0.0, 0.0, -0.1], [0.1, 0.2, 0.0], [0.1, 0.1, 0.0], [-0.2, -0.1, -0.3], [-0.1, -0.1, 0.0], [-0.1, -0.2, 0.0], [-0.1, -0.1, -0.1], [-0.1, 0.0, 0.0], [0.0, 0.1, 0.0], [-0.1, -0.1, 0.0], [0.0, 0.0, -0.1], [0.0, 0.0, 0.1], [0.0, 0.1, 0.1], [0.1, 0.0, 0.1], [0.0, -0.1, 0.0], [0.0, 0.0, 0.0], [0.1, 0.0, 0.0], [0.0, 0.0, 0.2], [0.0, 0.0, 0.0], [0.0, 0.0, 0.0], [0.0, 0.0, 0.0], [0.1, 0.1, 0.0], [0.1, 0.0, -0.1], [0.1, 0.0, -0.1], [0.1, 0.0, 0.0], [0.2, 0.1, 0.0], [0.0, 0.1, 0.0]]}



Record 4
{"formula": "C20H33N3O3S", "method": "wB97M-V/def2-TZVPD", "smiles": "CCN(CCCNC(=O)[C@@H]1CCCN(S(=O)(=O)CC)C1)c1cccc(C)c1", "e_lumo_ha": 0.0202, "charge": 0, "homo_energy_ev": -7.644, "e_above_lowest_kj_mol": 19.2, "orbital_gap_ev": 8.19, "elements": ["C", "C", "N", "C", "C", "C", "N", "C", "O", "C", "C", "C", "C", "N", "S", "O", "O", "C", "C", "C", "C", "C", "C", "C", "C", "C", "C", "H", "H", "H", "H", "H", "H", "H", "H", "H", "H", "H", "H", "H", "H", "H", "H", "H", "H", "H", "H", "H", "H", "H", "H", "H", "H", "H", "H", "H", "H", "H", "H", "H"], "positions_angstrom": [[-5.31070, -2.14812, -0.09463], [-4.78894, -0.93860, -0.86490], [-3.92540, -0.13240, -0.02715], [-3.92211, 1.28358, -0.31197], [-3.37128, 1.63480, -1.71640], [-2.09869, 2.47666, -1.66479], [-1.01904, 1.78737, -0.99783], [-0.32673, 2.32937, 0.02495], [-0.56236, 3.43082, 0.47876], [0.81100, 1.44414, 0.51261], [1.25699, 1.81284, 1.92610], [2.40580, 0.90197, 2.34821], [3.54775, 0.97507, 1.33445], [3.10036, 0.73431, -0.02414], [2.91744, -0.88243, -0.43465], [2.84755, -1.72611, 0.72514], [1.86800, -0.99647, -1.41044], [4.50361, -1.20174, -1.26124], [4.61383, -0.30010, -2.46771], [2.01072, 1.59361, -0.43211], [-2.74398, -0.69750, 0.46973], [-2.23281, -0.23178, 1.68339], [-1.10644, -0.80909, 2.23432], [-0.45385, -1.84589, 1.58809], [-0.93819, -2.31898, 0.37587], [-0.21040, -3.40110, -0.35918], [-2.07994, -1.74624, -0.16552], [-4.49289, -2.80270, 0.19371], [-5.81840, -1.81926, 0.80817], [-6.01044, -2.70872, -0.70963], [-5.63428, -0.30704, -1.15111], [-4.30690, -1.27623, -1.79596], [-3.31474, 1.78506, 0.44169], [-4.94881, 1.65072, -0.21476], [-3.15097, 0.71083, -2.25454], [-4.11905, 2.18068, -2.29279], [-1.79231, 2.73608, -2.68651], [-2.26614, 3.40111, -1.10681], [-0.79200, 0.85424, -1.30681], [0.49594, 0.39596, 0.48770], [0.41734, 1.70963, 2.61369], [1.56932, 2.85943, 1.93771], [2.77915, 1.18699, 3.33304], [2.05488, -0.12985, 2.39294], [4.30337, 0.22224, 1.56241], [4.01392, 1.96606, 1.35352], [4.49890, -2.25527, -1.52799], [5.27437, -1.01403, -0.52038], [4.61258, 0.74020, -2.15260], [5.52609, -0.50128, -3.02520], [3.75828, -0.46552, -3.11768], [1.74394, 1.30887, -1.44997], [2.36865, 2.62808, -0.42747], [-2.73880, 0.56768, 2.20317], [-0.73826, -0.45475, 3.18674], [0.43718, -2.28397, 2.01146], [0.58822, -2.94766, -0.94717], [0.24554, -4.10146, 0.33630], [-0.87486, -3.94083, -1.03095], [-2.44480, -2.12600, -1.10877]], "atomic_forces_ev_per_a": [[0.0, 0.2, -0.2], [0.0, -0.2, 0.1], [-0.2, -0.1, 0.1], [0.1, 0.2, -0.3], [0.1, 0.2, 0.3], [-0.2, 0.1, -0.2], [-0.3, -0.1, -0.4], [0.3, -0.5, 0.0], [0.0, 0.4, 0.2], [0.1, 0.5, 0.1], [-0.1, -0.2, -0.1], [0.0, 0.2, -0.1], [0.2, -0.2, 0.7], [-0.1, -0.9, -0.4], [0.9, -0.1, -0.2], [0.2, 0.1, 0.2], [0.0, 0.3, -0.2], [-0.8, 0.3, 0.2], [0.0, 0.0, -0.1], [-0.6, 0.0, -0.4], [0.2, -0.1, 0.2], [0.0, 0.0, 0.0], [0.0, 0.0, 0.0], [0.0, -0.1, 0.0], [0.1, 0.0, 0.2], [0.1, 0.1, -0.1], [-0.1, 0.2, -0.1], [0.0, -0.1, 0.0], [-0.1, 0.0, 0.1], [-0.1, -0.1, 0.0], [0.1, 0.0, 0.0], [-0.1, 0.1, 0.0], [-0.1, 0.0, 0.0], [0.1, 0.0, 0.0], [-0.1, -0.1, -0.1], [0.0, 0.0, -0.1], [-0.1, 0.1, 0.1], [0.0, -0.1, -0.1], [0.1, 0.0, 0.1], [-0.1, 0.1, 0.0], [0.0, 0.1, 0.0], [-0.1, 0.0, 0.0], [0.0, 0.0, 0.0], [0.0, 0.0, 0.1], [0.1, 0.2, 0.1], [0.0, -0.1, 0.0], [-0.1, -0.1, 0.1], [0.1, 0.0, 0.1], [0.1, 0.1, -0.1], [0.0, 0.0, 0.0], [0.0, 0.0, -0.2], [-0.1, 0.3, 0.0], [0.0, 0.0, 0.0], [-0.1, 0.1, 0.1], [0.0, 0.0, 0.1], [0.1, -0.1, 0.1], [0.0, -0.1, -0.1], [0.0, -0.1, 0.0], [0.0, -0.1, 0.0], [-0.1, 0.0, -0.1]]}